# 1
Formula: C42H80N2O12Rb
Source: the Open Molecules 2025 dataset
Level of theory: ωB97M-V/def2-TZVPD

CARTESIAN COORDINATES (ANGSTROEM)
Rb: 0.5262 3.9249 0.1910
C: -0.8209 1.5356 -2.9096
C: -0.1620 0.3622 -2.1207
C: 1.2811 0.1146 -2.7140
C: 2.2059 -0.8411 -1.8520
C: 2.2174 -0.2714 -0.4165
C: 0.8467 -0.2298 0.2516
N: 0.0129 0.6611 -0.6283
O: -1.0854 1.3487 -0.0170
C: 1.2425 0.4403 1.5713
C: 0.3590 -1.7044 0.4949
C: -1.1226 -0.8774 -2.3044
H: -0.4886 2.5339 -2.6248
H: -1.9050 1.4302 -2.8680
H: -0.5772 1.6057 -3.9696
H: 1.7084 1.1029 -2.8839
H: 1.0851 -0.4719 -3.6116
H: 3.2014 -0.9795 -2.2736
H: 1.8336 -1.8607 -1.9515
H: 2.7329 0.6842 -0.5122
H: 2.8816 -0.9279 0.1456
H: 2.0677 -0.0680 2.0701
H: 0.4430 0.4983 2.3100
H: 1.6330 1.4355 1.3588
H: 0.7684 -2.2139 1.3672
H: 0.4119 -2.3434 -0.3866
H: -0.7133 -1.6605 0.6855
H: -0.5045 -1.7656 -2.4356
H: -1.6569 -0.8358 -3.2536
H: -1.6896 -1.1500 -1.4143
C: -2.0754 0.4730 4.1238
C: -3.5698 0.0199 4.3322
C: -3.8372 -0.2822 5.8267
C: -4.0237 0.9672 6.6993
C: -5.0596 1.9383 6.1203
C: -4.7622 2.3387 4.6537
N: -4.5936 1.0603 3.8449
O: -4.6934 1.1905 2.3950
C: -3.5005 3.3181 4.6091
C: -6.0463 3.0383 4.1371
C: -3.7232 -1.2976 3.5563
H: -1.6066 0.8657 5.0261
H: -1.9667 1.1161 3.2504
H: -1.3902 -0.3105 3.8003
H: -3.0816 -0.9074 6.3024
H: -4.7374 -0.8678 6.0130
H: -3.0080 1.3625 6.7144
H: -4.0864 0.8897 7.7847
H: -5.2172 2.7716 6.8050
H: -6.0535 1.4994 6.2079
H: -2.5446 2.9638 4.9949
H: -3.6510 4.1917 5.2434
H: -3.2798 3.6255 3.5869
H: -6.9237 2.5836 4.5970
H: -6.0644 3.1871 3.0575
H: -6.0556 4.0762 4.4699
H: -3.3167 -2.1965 4.0200
H: -3.1562 -1.2559 2.6263
H: -4.7683 -1.4921 3.3157
C: 5.6240 1.5661 1.5006
C: 7.1248 1.2998 1.3957
C: 7.4614 0.6381 2.7337
O: 6.2555 -0.1392 3.0311
C: 5.2000 0.6746 2.5667
H: 5.1874 1.3288 0.5304
H: 5.4432 2.6196 1.7139
H: 7.6975 2.1860 1.1224
H: 7.2809 0.5301 0.6399
H: 7.4937 1.4034 3.5091
H: 8.3283 -0.0201 2.7930
H: 4.8538 1.2574 3.4202
H: 4.3012 0.1498 2.2429
C: -4.2969 -2.2621 -3.9623
C: -3.9173 -3.5705 -4.5020
C: -2.7136 -3.3467 -5.3448
O: -2.6623 -1.9443 -5.7019
C: -3.7738 -1.3455 -5.0516
H: -3.7555 -1.9928 -3.0554
H: -5.3378 -2.0681 -3.7032
H: -4.5789 -4.0338 -5.2339
H: -3.6273 -4.2802 -3.7271
H: -2.6644 -4.0065 -6.2110
H: -1.8122 -3.4933 -4.7497
H: -4.5547 -1.1483 -5.7860
H: -3.5570 -0.3651 -4.6274
C: 1.3290 3.4925 5.7168
C: 0.6912 4.8249 5.8812
C: -0.0877 5.1015 4.5894
O: 0.4181 4.1468 3.5918
C: 0.8632 3.0028 4.3230
H: 0.9768 2.9879 6.6165
H: 2.4189 3.4940 5.7016
H: 1.5562 5.4859 5.9357
H: 0.0015 4.9679 6.7130
H: 0.0471 6.0991 4.1714
H: -1.1631 4.9759 4.7155
H: 1.6466 2.6309 3.6626
H: 0.1278 2.2053 4.4292
C: -1.5899 -4.3023 2.4112
C: -0.9377 -5.3812 1.5400
C: -1.8737 -5.4303 0.3655
O: -3.1692 -5.1680 0.9080
C: -3.0559 -4.6910 2.3051
H: -1.5021 -3.3257 1.9350
H: -1.1374 -4.1623 3.3929
H: -0.9081 -6.3572 2.0245
H: 0.0812 -5.1170 1.2569
H: -1.9330 -6.4734 0.0549
H: -1.7365 -4.7639 -0.4861
H: -3.3446 -5.4472 3.0352
H: -3.6064 -3.7635 2.4627
C: 4.0589 0.6388 -5.7702
C: 5.0163 1.7464 -6.2378
C: 4.6850 3.0954 -5.6564
O: 5.9627 3.7027 -5.4005
C: 6.8988 2.6957 -5.4455
O: 8.0929 2.8635 -5.2393
O: 6.2699 1.5239 -5.6850
H: 3.1603 0.5337 -6.3781
H: 3.9838 0.6957 -4.6843
H: 4.6790 -0.2486 -5.8968
H: 5.0103 1.9293 -7.3123
H: 4.1474 3.1435 -4.7095
H: 4.1783 3.7668 -6.3497
C: 2.6952 -2.5042 -5.9578
C: 1.1899 -2.6566 -6.1726
C: 0.3727 -1.3426 -6.3132
O: -0.3833 -1.4020 -7.4696
C: -0.2155 -2.4772 -8.1061
O: -0.7052 -2.8428 -9.1312
O: 0.6754 -3.2851 -7.4152
H: 3.2440 -1.8860 -6.6683
H: 3.2291 -3.4443 -6.0965
H: 2.9980 -2.1644 -4.9674
H: 0.8315 -3.3674 -5.4281
H: 1.0634 -0.4995 -6.3301
H: -0.1912 -1.2289 -5.3873

The charge is -1. The value obtained for the total energy is -2684.455144 Ha. The frontier orbital gap is 2.02 eV.

# 2
Formula: C42H80O18S6
Source: the Open Molecules 2025 dataset
Level of theory: ωB97M-V/def2-TZVPD

CARTESIAN COORDINATES (ANGSTROEM)
C: -2.6046 4.9271 -6.3556
C: -3.0381 4.4101 -4.9978
O: -1.9725 3.6163 -4.4414
S: -2.0314 3.2964 -2.8510
C: -1.1593 4.8292 -2.3445
O: -3.3968 3.4494 -2.4048
O: -1.2460 2.1164 -2.6096
H: -2.3599 4.0862 -7.0040
H: -1.7227 5.5673 -6.3211
H: -3.4016 5.5313 -6.7868
H: -3.3687 5.2500 -4.3803
H: -3.9013 3.7447 -5.0245
H: -0.2411 4.8942 -2.9182
H: -0.9816 4.8121 -1.2712
H: -1.8559 5.6330 -2.5656
C: -6.3142 0.4755 4.6647
C: -5.1911 1.1328 3.8825
O: -5.7047 2.1786 3.0403
S: -4.6757 2.7437 1.9060
C: -4.0668 4.1140 2.9021
O: -3.6077 1.7928 1.7247
O: -5.4460 3.1934 0.7882
H: -5.8493 -0.2739 5.3092
H: -7.0344 -0.0567 4.0465
H: -6.8266 1.1916 5.3041
H: -4.4285 1.5358 4.5525
H: -4.6080 0.4435 3.2692
H: -4.9985 4.6384 3.1174
H: -3.4344 4.8035 2.3488
H: -3.6069 3.7187 3.8014
C: 4.1409 -1.0728 2.9332
C: 4.8914 -1.6739 1.7566
O: 6.2906 -1.4757 2.0596
S: 7.3527 -2.2187 1.1078
C: 7.3932 -1.0536 -0.2831
O: 8.5993 -2.0892 1.8076
O: 6.7999 -3.4888 0.7277
H: 4.6213 -1.4601 3.8329
H: 3.0991 -1.3775 2.8905
H: 4.2468 0.0112 2.9232
H: 4.4828 -2.6682 1.5913
H: 4.6549 -1.1174 0.8422
H: 7.6318 -0.0640 0.0899
H: 6.4118 -1.0547 -0.7580
H: 8.1126 -1.4424 -1.0002
C: -1.8858 -1.6011 -1.5712
C: -1.5534 -1.1915 -0.1601
O: -0.1554 -0.8085 -0.1957
S: 0.3457 -0.0244 1.1336
C: -0.2568 1.6439 0.7702
O: -0.3772 -0.5957 2.2343
O: 1.7831 -0.0119 1.1710
H: -1.2495 -2.3889 -1.9838
H: -1.6764 -0.7758 -2.2588
H: -2.9142 -1.9249 -1.7292
H: -2.2058 -0.3762 0.1557
H: -1.6100 -2.0454 0.5074
H: -0.1265 2.1437 1.7275
H: -1.2821 1.5532 0.4188
H: 0.3168 2.1001 -0.0333
C: -1.9690 -5.4704 -0.6330
C: -3.2801 -4.9992 -0.0229
O: -2.9713 -3.9646 0.9107
S: -4.2212 -3.2875 1.6977
C: -3.3374 -2.1135 2.7263
O: -4.9724 -2.6048 0.6735
O: -4.8090 -4.2460 2.6075
H: -2.1542 -6.3968 -1.1760
H: -1.2853 -5.6171 0.2028
H: -1.5767 -4.7521 -1.3493
H: -3.9519 -4.6461 -0.8135
H: -3.8366 -5.8150 0.4446
H: -3.9654 -1.6973 3.5083
H: -2.8687 -1.3384 2.1289
H: -2.5499 -2.6910 3.2127
C: 3.2987 2.5626 1.1943
C: 3.3174 4.0192 1.5555
O: 4.1487 4.7022 0.5899
S: 4.7556 6.1405 0.9784
C: 3.2686 7.1401 1.1706
O: 5.3945 6.0249 2.2652
O: 5.4893 6.5873 -0.1751
H: 2.6787 2.0174 1.9063
H: 4.2681 2.0667 1.2627
H: 2.9079 2.3236 0.2058
H: 2.3300 4.4862 1.5180
H: 3.7021 4.1413 2.5694
H: 2.9949 7.1924 2.2191
H: 2.4548 6.9171 0.4864
H: 3.6240 8.1245 0.8532
C: -4.7697 -5.6932 -5.7873
C: -4.1852 -4.9542 -4.7753
C: -3.9690 -3.5871 -4.9172
C: -4.3051 -2.9780 -6.1144
C: -4.8825 -3.7145 -7.1408
C: -5.1511 -5.0716 -6.9568
H: -4.8904 -6.7684 -5.7386
H: -3.9161 -5.4021 -3.8253
H: -3.5896 -2.9832 -4.1037
H: -4.1299 -1.9215 -6.2763
H: -5.1169 -3.2328 -8.0809
H: -5.5623 -5.6665 -7.7625
C: 3.9503 -5.5948 0.8377
C: 2.9946 -5.8542 1.8125
C: 1.8861 -5.0070 1.9116
C: 1.7235 -3.9070 1.0747
C: 2.6422 -3.7089 0.0594
C: 3.7597 -4.5356 -0.0312
H: 4.8002 -6.2352 0.6400
H: 2.9989 -6.7351 2.4395
H: 1.1467 -5.2649 2.6609
H: 0.8516 -3.2777 1.2017
H: 2.4853 -2.8530 -0.5866
H: 4.5382 -4.3172 -0.7518
C: -2.6127 -0.2304 7.3403
C: -2.9149 1.1200 7.3461
C: -2.4962 1.9365 6.2934
C: -1.7981 1.4244 5.2011
C: -1.4877 0.0787 5.2280
C: -1.9550 -0.7641 6.2253
H: -2.8743 -0.8656 8.1753
H: -3.4316 1.6018 8.1660
H: -2.6743 3.0041 6.3623
H: -1.4827 2.1132 4.4290
H: -0.7883 -0.2918 4.4845
H: -1.7203 -1.8200 6.2173
C: 4.9326 -2.1055 -3.4477
C: 3.8303 -1.1456 -2.9973
C: 4.2175 0.3236 -3.1401
C: 3.1100 1.3008 -2.7561
C: 3.5716 2.7239 -2.5069
C: 2.4080 3.6952 -2.2805
H: 4.5506 -3.1010 -3.2054
H: 5.8637 -2.0002 -2.8907
H: 5.0865 -1.9889 -4.5185
H: 2.9625 -1.3035 -3.6464
H: 3.4851 -1.3905 -1.9895
H: 4.4867 0.5055 -4.1849
H: 5.0890 0.5957 -2.5327
H: 2.3036 1.2295 -3.4990
H: 2.5458 0.9590 -1.8754
H: 4.2954 2.7736 -1.6863
H: 4.2221 3.1098 -3.3016
H: 2.0049 4.0758 -3.2185
H: 1.5785 3.1619 -1.8009
H: 2.6912 4.4863 -1.5862

The charge is 0. The value obtained for the total energy is -5391.667984 Ha. As for the SMILES: CCOS(C)(=O)=O.CCOS(C)(=O)=O.CCOS(C)(=O)=O.CCOS(C)(=O)=O.CCOS(C)(=O)=O.CCOS(C)(=O)=O.c1ccccc1.c1ccccc1.c1ccccc1.CCCCCC. The frontier orbital gap is 8.92 eV.

# 3
Formula: C42H81I3NO12
Source: the Open Molecules 2025 dataset
Level of theory: ωB97M-V/def2-TZVPD

CARTESIAN COORDINATES (ANGSTROEM)
C: 4.4449 -0.9482 0.9343
C: 5.4514 -0.5968 -0.1497
C: 4.7809 0.1655 -1.2874
C: 3.6500 -0.6403 -1.9238
C: 3.2138 -0.0311 -3.2550
C: 2.4828 1.3243 -3.0831
C: 1.0018 1.2448 -3.5054
C: 0.0933 0.9312 -2.2927
C: -0.6601 2.1827 -1.7857
C: -2.1452 1.9133 -1.6722
C: -2.9260 3.0526 -1.0152
C: -4.4236 2.8771 -1.2062
C: -4.9649 1.5766 -0.6411
C: -6.5133 1.5633 -0.6957
N: -7.1284 0.4731 -1.4049
C: -6.7202 0.3055 -2.8031
C: -6.0962 -1.0454 -3.1629
C: -7.0947 -2.0753 -3.7191
C: -7.1514 -2.1266 -5.2283
I: -6.5051 -4.0522 -2.9960
C: -7.9271 0.6284 -3.7443
O: -9.0939 0.5203 -3.2836
O: -7.5715 0.9522 -4.8690
C: -7.5510 -0.6057 -0.6990
I: -5.9270 -1.6669 0.4757
C: -8.7120 -0.2984 0.3193
C: -9.5765 0.8817 -0.1127
I: -8.0961 -0.1112 2.4013
H: 3.8161 -1.7516 0.5731
H: 3.8309 -0.0890 1.1632
H: 4.9220 -1.2803 1.8396
H: 5.9017 -1.4780 -0.5886
H: 6.2236 0.0547 0.2485
H: 5.5054 0.3689 -2.0712
H: 4.3746 1.0973 -0.9073
H: 2.8033 -0.6977 -1.2548
H: 3.9984 -1.6553 -2.1114
H: 2.5534 -0.7377 -3.7469
H: 4.0649 0.1114 -3.9114
H: 2.5045 1.5852 -2.0319
H: 2.9888 2.0915 -3.6597
H: 0.6783 2.1688 -3.9672
H: 0.8524 0.4464 -4.2191
H: -0.6507 0.2262 -2.6357
H: 0.6822 0.4955 -1.4964
H: -0.4930 3.0198 -2.4579
H: -0.2491 2.4437 -0.8138
H: -2.5727 1.6673 -2.6413
H: -2.2834 1.0303 -1.0544
H: -2.6622 3.0850 0.0361
H: -2.6518 3.9725 -1.5246
H: -4.6987 2.9452 -2.2563
H: -4.9318 3.6920 -0.6946
H: -4.6728 1.5596 0.4042
H: -4.5395 0.7176 -1.1400
H: -6.8218 2.4865 -1.1868
H: -6.8880 1.6496 0.3122
H: -5.9949 1.0677 -3.0431
H: -5.4000 -0.8668 -3.9693
H: -5.5159 -1.4828 -2.3608
H: -8.0847 -1.9336 -3.3143
H: -7.3831 -3.1171 -5.5966
H: -6.1997 -1.8537 -5.6653
H: -7.8923 -1.4437 -5.6213
H: -7.9280 -1.3965 -1.3178
H: -9.3343 -1.1746 0.3345
H: -9.0661 1.6013 -0.7292
H: -10.4809 0.5183 -0.5720
H: -9.9019 1.4041 0.7794
O: -2.5977 2.3760 -5.5184
C: -2.4544 3.5635 -5.5915
O: -1.2974 4.1054 -5.1374
C: -0.9209 5.4646 -5.3342
C: -1.5083 6.3700 -4.2703
C: -3.5526 4.4731 -6.0957
H: -1.1722 5.7952 -6.3439
H: 0.1663 5.4750 -5.2630
H: -2.5979 6.3722 -4.3020
H: -1.1578 7.3946 -4.4026
H: -1.2145 6.0243 -3.2789
H: -4.2338 4.6881 -5.2736
H: -4.0968 3.9444 -6.8738
H: -3.1970 5.4075 -6.5258
O: 3.5249 -1.0586 3.9244
C: 3.3879 -2.0517 4.5878
O: 3.2425 -3.2356 3.9556
C: 3.2481 -4.4966 4.6279
C: 1.8763 -4.8635 5.1531
C: 3.2928 -1.9929 6.0971
H: 4.0098 -4.5151 5.4085
H: 3.5565 -5.2192 3.8740
H: 1.5290 -4.1511 5.9007
H: 1.8927 -5.8559 5.6052
H: 1.1487 -4.8612 4.3416
H: 2.2661 -1.7643 6.3784
H: 3.9404 -1.1957 6.4497
H: 3.6101 -2.9006 6.6021
O: -2.6238 -5.8917 3.7690
C: -2.8495 -5.5354 2.6406
O: -4.0861 -5.6842 2.1418
C: -4.4998 -5.1344 0.8807
C: -4.1608 -6.0611 -0.2674
C: -1.7528 -4.9954 1.7479
H: -4.0944 -4.1322 0.7424
H: -5.5792 -5.0206 0.9547
H: -3.0847 -6.2114 -0.3646
H: -4.5359 -5.6502 -1.2025
H: -4.6099 -7.0422 -0.1067
H: -1.2289 -5.8333 1.2905
H: -1.0554 -4.4381 2.3682
H: -2.1026 -4.3206 0.9707
O: 9.2757 -1.1865 -2.1495
C: 9.4199 -0.0146 -1.9319
O: 8.4242 0.6708 -1.3345
C: 8.5539 2.0095 -0.8602
C: 8.2992 3.0227 -1.9572
C: 10.6583 0.7306 -2.3840
H: 9.5204 2.1571 -0.3745
H: 7.7951 2.1129 -0.0855
H: 9.0314 2.9390 -2.7609
H: 8.3405 4.0369 -1.5583
H: 7.3153 2.8593 -2.3971
H: 10.5303 1.0233 -3.4250
H: 11.5057 0.0538 -2.3084
H: 10.8931 1.6097 -1.7882
O: 4.0520 -1.2097 9.2071
C: 4.9526 -0.4373 9.3926
O: 6.0137 -0.4642 8.5582
C: 7.0478 0.5213 8.5654
C: 8.1200 0.2065 9.5883
C: 4.9641 0.5055 10.5758
H: 6.6291 1.5200 8.6977
H: 7.4760 0.4935 7.5649
H: 7.7220 0.2113 10.6033
H: 8.9276 0.9369 9.5322
H: 8.5325 -0.7860 9.4076
H: 5.3525 -0.0259 11.4434
H: 3.9393 0.8077 10.7757
H: 5.5430 1.4125 10.4187

The charge is -1. The value obtained for the total energy is -3499.708059 Ha. The frontier orbital gap is 6.39 eV.